The following is a DFT calculation (the ωB97M-V functional and the def2-TZVPD basis) of a cluster of 3 separate species, C13H28BN5O6 in total at a distorted geometry.

The SMILES is C[C@@](C#N)(ON=O)[C@@H](C#N)B(O)O.COC[C@@H](C)N.COC[C@@H](C)N. Its spin multiplicity is 1. The LUMO energy is -0.621 eV. Its orbital gap is 8.5 eV.

Last column: Mulliken charge in e.
Positions of all 53 atoms, in Å:
C -2.208 4.156 2.383  -1.623
C -2.650 2.799 1.874  1.735
C -2.704 1.836 2.985  -0.133
N -2.696 0.976 3.764  -0.537
O -4.003 2.993 1.378  -0.285
N -4.914 1.961 1.775  0.189
O -5.944 2.403 2.051  -0.327
C -1.822 2.220 0.725  0.523
C -1.574 3.192 -0.316  -0.524
N -1.381 3.982 -1.143  -0.576
B -0.426 1.511 1.124  0.190
O 0.042 0.530 0.306  -0.210
O 0.336 1.833 2.192  -0.648
H -3.097 4.681 2.701  0.477
H -1.740 4.766 1.623  0.389
H -1.554 4.106 3.246  0.414
H -2.429 1.445 0.271  0.315
H -0.598 -0.180 0.231  0.213
H -0.023 2.554 2.711  0.333
C -0.593 -3.181 1.892  -0.883
O 0.327 -2.277 1.301  -0.206
C 1.395 -1.877 2.148  -0.533
C 2.543 -2.893 2.244  0.240
C 2.230 -4.101 3.123  -1.452
N 2.971 -3.365 0.924  -0.727
H -0.731 -2.978 2.957  0.381
H -0.275 -4.215 1.748  0.231
H -1.551 -3.058 1.386  0.272
H 1.790 -0.962 1.701  0.220
H 1.016 -1.603 3.141  0.481
H 3.386 -2.369 2.703  0.420
H 1.592 -4.824 2.616  0.296
H 3.151 -4.620 3.387  0.371
H 1.738 -3.799 4.049  0.337
H 3.290 -2.572 0.375  0.289
H 2.144 -3.689 0.431  0.327
C 1.085 -0.966 -2.260  -0.595
O -0.041 -0.204 -2.657  -0.414
C 0.255 1.064 -3.211  -0.457
C 0.673 1.042 -4.689  0.210
C 2.100 0.554 -4.920  -1.411
N -0.242 0.240 -5.508  -0.760
H 1.888 -0.333 -1.873  0.284
H 1.456 -1.576 -3.088  0.343
H 0.765 -1.642 -1.467  0.158
H -0.673 1.637 -3.134  0.267
H 0.999 1.584 -2.594  0.344
H 0.623 2.075 -5.045  0.451
H 2.181 -0.530 -4.848  0.289
H 2.434 0.832 -5.919  0.356
H 2.790 0.998 -4.200  0.337
H -1.176 0.635 -5.445  0.286
H -0.329 -0.670 -5.065  0.334